(1)
The following is a DFT calculation (ωB97M-V/def2-TZVPD) of 3 unconnected molecules or ions with the total composition C16H36BrN6O4P.

Results
- net charge = 0
- LUMO (eV) = -0.1
- spin multiplicity = 1
- largest force on an atom (eV Å⁻¹) = 5.2

Geometry as XYZ:
```
64
C16H36BrN6O4P | OMol25 | ωB97M-V/def2-TZVPD
N 5.26348 -1.57210 1.41639
C 4.21594 -1.89299 1.65359
C 2.81823 -1.97884 2.23230
Br 2.95157 -2.85053 3.98118
C 2.02525 -0.63095 2.21745
C 1.82675 -0.28198 0.69796
N 1.49356 -0.20203 -0.37809
C 0.58750 -0.71957 2.87283
C -0.59140 -0.81212 1.85813
C -1.91698 -0.98227 2.72632
C -2.29916 0.32139 3.51750
N -2.21073 1.56963 2.72680
P 2.90440 0.82626 3.02524
N 4.14096 1.34028 2.21281
O 3.31073 0.35383 4.53816
O 1.90845 2.13575 3.18631
H 2.25641 -2.67875 1.57607
H 0.48036 -1.58811 3.55831
H 0.38003 0.17204 3.50731
H -0.75097 0.10071 1.25882
H -0.55188 -1.72325 1.22090
H -1.76652 -1.78037 3.49495
H -2.79123 -1.28735 2.11642
H -1.56828 0.43968 4.35194
H -3.30154 0.27716 3.98817
H -1.28402 1.97937 2.83421
H -2.37219 1.39844 1.73677
H 4.23778 0.78163 1.36434
H 3.08305 1.04119 5.18932
H 2.43939 2.92710 2.98221
C -3.71003 -4.33691 -2.45908
C -4.00711 -4.10400 -0.98098
C -4.44071 -2.66249 -0.66086
O -3.37871 -1.72208 -0.63525
C -2.99454 -1.23278 -1.91099
N -2.83796 -4.50648 -0.19084
H -2.74879 -3.92123 -2.76219
H -3.67271 -5.40698 -2.67036
H -4.48715 -3.89964 -3.08985
H -4.84128 -4.75981 -0.71227
H -4.85932 -2.65580 0.35058
H -5.24085 -2.32411 -1.33069
H -3.84749 -1.14164 -2.58899
H -2.22843 -1.87418 -2.35071
H -2.55431 -0.24456 -1.77249
H -3.07063 -4.43739 0.79724
H -2.12405 -3.79203 -0.32135
C 2.61001 2.72321 -4.58743
C 1.38861 3.46855 -4.05810
C 1.73154 4.55476 -3.02260
O 2.03294 4.04161 -1.74035
C 3.36392 3.58253 -1.59174
N 0.43047 2.49394 -3.52089
H 2.99874 1.99824 -3.87232
H 2.34883 2.16819 -5.49031
H 3.41363 3.41742 -4.84374
H 0.92224 3.97006 -4.91237
H 0.84676 5.18470 -2.88747
H 2.53193 5.21598 -3.37866
H 4.06568 4.19161 -2.16865
H 3.43349 2.53127 -1.87843
H 3.62365 3.65285 -0.53453
H -0.41804 2.98765 -3.25409
H 0.80072 2.15629 -2.63384
```

Formally, the Löwdin partial charges of the atoms, in units of the elementary charge, are as follows: N 0.193; C -0.282; C -0.632; Br 0.781; C -0.423; C -0.204; N 0.201; C -0.187; C -0.193; C -0.182; C -0.276; N -0.012; P 0.573; N -0.151; O -0.174; O -0.178; H 0.112; H 0.093; H 0.094; H 0.095; H 0.115; H 0.107; H 0.094; H 0.101; H 0.103; H 0.055; H 0.061; H -0.036; H 0.089; H 0.082; C -0.072; C -0.430; C -0.208; O -0.212; C -0.096; N 0.040; H 0.065; H 0.076; H 0.079; H 0.135; H 0.118; H 0.120; H 0.092; H 0.077; H 0.086; H 0.068; H 0.062; C -0.074; C -0.431; C -0.214; O -0.195; C -0.103; N 0.038; H 0.064; H 0.075; H 0.078; H 0.133; H 0.120; H 0.118; H 0.091; H 0.072; H 0.082; H 0.069; H 0.059

---

(2)
The following is a DFT calculation (ωB97M-V/def2-TZVPD) of a molecular structure, C45H41OSSb2W.

Results
- ⟨S²⟩ = 2.03
- net charge = +3
- LUMO (alpha / beta) (eV) = -9.8 / -10.0
- spin multiplicity = 3
- largest force on an atom (eV Å⁻¹) = 1.0

Geometry as XYZ:
```
91
C45H41OSSb2W | OMol25 | ωB97M-V/def2-TZVPD
W -0.68213 0.38772 -0.69789
C 1.61936 0.06962 -3.63428
C 0.18870 -0.33358 -3.99447
C -0.18674 -1.77497 -3.61810
Sb -0.44734 -2.22774 -1.54064
C -2.34508 -0.82598 -1.24138
C -3.02357 -0.59573 -2.46070
C -4.35171 -0.93844 -2.58206
C -5.01607 -1.54842 -1.51080
C -4.35879 -1.80545 -0.31302
C -3.02468 -1.46779 -0.17546
C -1.61059 -3.94221 -1.67268
C -2.55866 -4.08633 -2.68583
C -3.26264 -5.27799 -2.76463
C -3.00891 -6.30643 -1.86054
C -2.05710 -6.15612 -0.86321
C -1.34374 -4.96693 -0.76351
Sb 1.94788 0.36774 -1.54981
C 3.78763 -0.50579 -1.24927
C 4.18468 -0.98739 -0.00505
C 5.47427 -1.47791 0.14025
C 6.34328 -1.48020 -0.94303
C 5.93676 -0.99079 -2.17660
C 4.64688 -0.50069 -2.34562
C 2.28853 2.42434 -1.29444
C 3.30203 3.06703 -2.00920
C 3.53325 4.42059 -1.80442
C 2.77252 5.12947 -0.88068
C 1.78428 4.48858 -0.14716
C 1.54667 3.13452 -0.35141
H 2.30814 -0.71072 -3.95662
H 1.90686 0.99877 -4.12398
H 0.07365 -0.24074 -5.07725
H -0.52885 0.38096 -3.57813
H 0.55656 -2.47623 -4.00380
H -1.14387 -2.06832 -4.04434
H -2.52214 -0.13584 -3.30282
H -4.87622 -0.74321 -3.50932
H -6.05405 -1.83681 -1.62178
H -4.87989 -2.28181 0.50794
H -2.51587 -1.69499 0.75160
H -2.76528 -3.29891 -3.39523
H -4.00753 -5.40864 -3.53980
H -3.55544 -7.23725 -1.94296
H -1.86301 -6.96093 -0.16624
H -0.59775 -4.86108 0.01477
H 3.51956 -0.97112 0.84753
H 5.80027 -1.85326 1.10101
H 7.34734 -1.86506 -0.82391
H 6.62201 -0.98997 -3.01361
H 4.35056 -0.12213 -3.31457
H 3.92159 2.52714 -2.71818
H 4.31860 4.92189 -2.35607
H 2.97203 6.18036 -0.71423
H 1.22110 5.03733 0.59701
H 0.81385 2.64907 0.28420
C -0.10169 0.07091 4.06825
C -1.17930 0.72308 3.48375
C -1.29760 0.74457 2.10201
C -0.33359 0.11377 1.29194
C 0.74993 -0.54581 1.89914
C 0.85504 -0.56509 3.27628
H -0.00398 0.05081 5.14623
H -1.92695 1.20592 4.10016
H -2.14507 1.25398 1.65808
H 1.49354 -1.05776 1.30530
H 1.68489 -1.07946 3.74404
O -1.65827 2.05618 -0.90991
S -2.83034 2.88807 -1.56384
C -3.35860 3.91354 -0.25350
C -2.46126 4.41293 0.68967
C -2.95835 5.25998 1.66296
C -4.31012 5.60724 1.67336
C -5.18438 5.09216 0.72894
C -4.71514 4.22095 -0.24622
C -1.99948 3.97707 -2.68640
C -2.71446 5.09912 -3.09367
C -2.14223 5.93136 -4.04221
C -0.88552 5.64172 -4.56029
C -0.19291 4.51514 -4.13904
C -0.75242 3.65636 -3.20252
H -1.41187 4.15146 0.65645
H -2.29244 5.66444 2.41400
H -4.68179 6.28697 2.42917
H -6.23366 5.35390 0.75606
H -5.39511 3.79510 -0.97582
H -3.68546 5.33986 -2.67768
H -2.68031 6.80940 -4.37383
H -0.44640 6.29982 -5.29844
H 0.79325 4.30447 -4.53330
H -0.20520 2.78572 -2.87953
```

Formally, the Löwdin partial charges of the atoms, in units of the elementary charge, are as follows: W 1.161; C -0.339; C -0.364; C -0.349; Sb 1.565; C -0.517; C -0.138; C -0.033; C 0.008; C -0.018; C -0.121; C -0.415; C -0.116; C -0.040; C -0.028; C -0.042; C -0.121; Sb 1.477; C -0.389; C -0.114; C -0.045; C -0.033; C -0.042; C -0.123; C -0.389; C -0.105; C -0.046; C -0.040; C -0.060; C -0.160; H 0.067; H 0.074; H 0.131; H 0.053; H 0.084; H 0.050; H 0.102; H 0.131; H 0.133; H 0.132; H 0.112; H 0.090; H 0.124; H 0.127; H 0.125; H 0.101; H 0.080; H 0.122; H 0.125; H 0.123; H 0.095; H 0.105; H 0.123; H 0.123; H 0.112; H 0.063; C -0.024; C -0.047; C -0.117; C -0.379; C -0.123; C -0.044; H 0.127; H 0.122; H 0.093; H 0.056; H 0.123; O -0.657; S 1.179; C -0.417; C -0.052; C -0.030; C -0.018; C -0.031; C -0.072; C -0.372; C -0.053; C -0.026; C -0.027; C -0.041; C -0.074; H 0.105; H 0.124; H 0.128; H 0.128; H 0.123; H 0.120; H 0.129; H 0.127; H 0.118; H 0.072

---

(3)
The following is a DFT calculation (ωB97M-V/def2-TZVPD) of a molecular structure, C28H45GeO6S2Sc.

Results
- net charge = +2
- LUMO (eV) = -4.4
- spin multiplicity = 1
- largest force on an atom (eV Å⁻¹) = 0.3

Geometry as XYZ:
```
83
C28H45GeO6S2Sc | OMol25 | ωB97M-V/def2-TZVPD
Sc 1.02596 0.59138 -0.03220
C 1.77643 3.66854 -0.77023
C 0.78827 3.81858 0.36206
O 0.85125 2.67281 1.22095
C 1.60998 2.79463 2.42705
C 3.06477 2.46209 2.18698
O 3.06270 1.26579 1.42318
C 4.35492 0.78758 1.06827
C 4.13522 -0.22875 -0.03739
O 3.15321 0.26659 -0.95551
C 3.63997 1.30672 -1.81670
C 2.42803 1.98865 -2.39888
O 1.54411 2.36796 -1.32294
H 2.81003 3.74832 -0.42341
H 1.59797 4.42746 -1.53515
H -0.22635 3.84508 -0.03814
H 0.96936 4.73489 0.92534
H 1.18136 2.06763 3.11802
H 1.49536 3.79241 2.85269
H 3.57680 2.32142 3.14327
H 3.58238 3.25558 1.63688
H 4.84917 0.31886 1.92309
H 4.97802 1.62469 0.73890
H 3.72045 -1.15142 0.36311
H 5.06481 -0.45905 -0.55960
H 4.25788 0.87362 -2.60596
H 4.24779 2.00977 -1.24156
H 1.86640 1.29890 -3.02149
H 2.70240 2.86608 -2.98484
O -0.99294 0.72470 0.53159
S -2.09539 1.39149 1.34908
C -2.16565 0.49683 2.92376
C -2.48683 -0.99370 2.89881
C -1.38774 -1.90827 2.34766
C -0.16374 -1.95539 3.26389
S 1.40401 -2.02740 2.37394
O 1.22410 -0.92779 1.32935
C 1.25141 -3.56931 1.52079
C 0.77903 -3.64122 0.22022
C 0.67486 -4.88940 -0.37581
C 1.03391 -6.03166 0.32813
C 1.51791 -5.93914 1.62734
C 1.64236 -4.69856 2.23157
C -3.61010 0.86008 0.60339
C -3.63364 -0.23952 -0.24089
C -4.84352 -0.62000 -0.79989
C -6.00069 0.09118 -0.50529
C -5.95822 1.19380 0.33752
C -4.75228 1.59475 0.89224
H -2.92902 1.04615 3.48107
H -1.20597 0.72602 3.39489
H -3.40250 -1.15295 2.32772
H -2.72233 -1.28214 3.92700
H -1.09697 -1.56581 1.35499
H -1.78699 -2.91550 2.23405
H -0.16063 -2.81129 3.94142
H -0.06057 -1.05873 3.87978
H 0.51773 -2.74307 -0.32224
H 0.31372 -4.96812 -1.39225
H 0.94840 -7.00147 -0.14296
H 1.81245 -6.83050 2.16362
H 2.04405 -4.61408 3.23511
H -2.71681 -0.76750 -0.47091
H -4.88457 -1.46859 -1.46937
H -6.94091 -0.21044 -0.94672
H -6.85973 1.75133 0.55047
H -4.70327 2.46995 1.52974
C 0.16524 0.75802 -4.80055
Ge -0.85687 0.33043 -3.18120
C -1.72114 1.98587 -2.57717
C -2.21648 -0.98252 -3.68653
C 0.29146 -0.45019 -1.78445
H -0.49870 0.68121 -5.66221
H 0.98692 0.05714 -4.95957
H 0.56530 1.77302 -4.79386
H -2.26205 2.44114 -3.40794
H -0.97573 2.70459 -2.22965
H -2.43631 1.80657 -1.77442
H -2.96939 -0.54130 -4.34039
H -2.72173 -1.39163 -2.81080
H -1.74751 -1.81067 -4.21952
H 1.06661 -1.05264 -2.27388
H -0.38116 -1.16059 -1.27647
```

Formally, the Löwdin partial charges of the atoms, in units of the elementary charge, are as follows: Sc 0.996; C -0.120; C -0.114; O -0.229; C -0.120; C -0.142; O -0.195; C -0.139; C -0.119; O -0.213; C -0.114; C -0.116; O -0.230; H 0.133; H 0.155; H 0.138; H 0.150; H 0.137; H 0.147; H 0.152; H 0.136; H 0.151; H 0.134; H 0.127; H 0.152; H 0.157; H 0.131; H 0.088; H 0.156; O -0.589; S 1.089; C -0.289; C -0.194; C -0.206; C -0.287; S 1.107; O -0.586; C -0.394; C -0.057; C -0.040; C -0.041; C -0.046; C -0.077; C -0.412; C -0.085; C -0.044; C -0.038; C -0.044; C -0.068; H 0.109; H 0.084; H 0.115; H 0.133; H 0.080; H 0.132; H 0.113; H 0.090; H 0.079; H 0.119; H 0.120; H 0.121; H 0.119; H 0.100; H 0.116; H 0.120; H 0.120; H 0.119; C -0.217; Ge 0.757; C -0.190; C -0.204; C -0.366; H 0.030; H 0.027; H 0.017; H 0.034; H 0.003; H -0.002; H 0.031; H -0.008; H 0.028; H 0.013; H -0.029

---

(4)
The following is a DFT calculation (ωB97M-V/def2-TZVPD) of a molecular structure, C9H18OPTi.

Results
- net charge = +1
- LUMO (eV) = -3.4
- spin multiplicity = 1
- largest force on an atom (eV Å⁻¹) = 2.0

Geometry as XYZ:
```
30
C9H18OPTi | OMol25 | ωB97M-V/def2-TZVPD
C -0.45826 -0.10632 -2.47138
C 0.58625 -0.84357 -3.08355
C 1.94446 -0.50713 -2.78352
C 2.10774 0.68874 -2.00710
C 0.92349 1.37177 -1.61617
Ti 0.60855 -0.43010 -0.85442
P -1.12543 -2.47721 -0.79523
H -1.53741 -0.20312 -2.68723
H 0.38817 -1.77118 -3.64085
H 2.80707 -1.11928 -3.14461
H 0.73506 2.43217 -1.38966
H 3.10480 1.00228 -1.68226
H -1.21699 -3.45056 0.22889
H -1.49798 -3.29829 -1.90612
H -2.43769 -1.99916 -0.54015
C -0.34704 2.70350 1.31125
C 0.58825 1.52303 1.46124
O -0.09814 0.28934 0.88052
C -1.11211 -0.25802 1.83630
C -0.42151 -1.13259 2.86736
H -0.47194 2.96680 0.25132
H 0.12053 3.58029 1.76731
H -1.34278 2.49717 1.76319
H 1.52644 1.64032 0.90211
H 0.86822 1.27161 2.48801
H -1.66734 0.58280 2.26878
H -1.80848 -0.81769 1.20158
H 0.49352 -0.65221 3.25307
H -1.10796 -1.37742 3.67946
H -0.15149 -2.10599 2.44184
```

Formally, the Löwdin partial charges of the atoms, in units of the elementary charge, are as follows: C -0.157; C -0.281; C -0.167; C -0.246; C -0.071; Ti 0.735; P 0.783; H 0.080; H 0.115; H 0.133; H 0.084; H 0.119; H -0.103; H -0.065; H -0.082; C -0.046; C -0.171; O -0.353; C -0.200; C -0.049; H 0.073; H 0.099; H 0.091; H 0.114; H 0.118; H 0.119; H 0.073; H 0.087; H 0.095; H 0.073

---

(5)
The following is a DFT calculation (ωB97M-V/def2-TZVPD) of a molecular structure, C2H7N2O.

Results
- net charge = +1
- LUMO (eV) = -5.1
- spin multiplicity = 1
- largest force on an atom (eV Å⁻¹) = 3.8

Geometry as XYZ:
```
12
C2H7N2O | OMol25 | ωB97M-V/def2-TZVPD
C -2.46016 0.21893 0.06151
C 1.95344 -0.20859 -0.07510
N 0.66339 -0.05015 -0.77798
N -0.53949 0.24500 0.17583
O -3.02454 0.15448 -0.93062
H -2.66625 0.27506 1.09800
H 2.01513 0.82822 0.37624
H 1.94545 -0.99863 0.63301
H 2.63727 -0.45199 -0.88175
H 0.33672 -0.96254 -1.08915
H -0.45937 -0.25091 0.98423
H -0.40159 1.20110 0.42577
```

Formally, the Löwdin partial charges of the atoms, in units of the elementary charge, are as follows: C 0.056; C -0.073; N -0.061; N 0.083; O 0.267; H 0.146; H 0.112; H 0.068; H 0.102; H 0.109; H 0.072; H 0.119

---

(6)
The following is a DFT calculation (ωB97M-V/def2-TZVPD) of a molecular structure, C16H16ClN4O5PmSSe3Te.

Results
- ⟨S²⟩ = 6.00
- net charge = -2
- LUMO (alpha / beta) (eV) = 4.1 / 4.1
- spin multiplicity = 5
- largest force on an atom (eV Å⁻¹) = 3.1

Geometry as XYZ:
```
48
C16H16ClN4O5PmSSe3Te | OMol25 | ωB97M-V/def2-TZVPD
Pm -1.26224 3.26886 -0.26760
O -2.15068 1.49415 -1.66306
C -2.28580 0.09680 -1.19209
C -3.01216 0.16014 0.18408
N -2.51525 1.17860 1.12300
C -1.42181 0.63150 1.92047
C -0.18530 0.49426 1.04331
O 0.54195 -0.47589 1.05433
O 0.02307 1.51424 0.28994
C -3.62680 1.80071 1.85160
C -4.22508 3.06636 1.19445
O -5.44268 3.23631 1.36751
O -3.43472 3.74961 0.44728
H -1.53513 1.62603 -2.41389
H -1.31780 -0.30024 -1.19932
H -2.93653 -0.34140 -1.89999
H -3.06543 -0.86625 0.62218
H -4.04982 0.46379 -0.13279
H -1.67922 -0.36918 2.35018
H -1.12508 1.33664 2.74721
H -3.13926 2.16847 2.77116
H -4.48363 1.19234 2.07279
N 1.88699 -2.20213 -1.26767
C 1.96740 -3.50312 -0.85360
C 1.30181 -4.65491 -1.27270
C 1.65093 -5.78901 -0.53740
C 2.50735 -5.77670 0.53708
C 3.31453 -4.65982 0.82168
C 3.02914 -3.47829 0.10915
N 3.53543 -2.20864 0.24200
C 2.82876 -1.48738 -0.57943
C 2.84308 -0.04909 -0.84877
C 3.01877 1.02027 -0.04220
S 2.72585 2.50251 -0.87409
C 2.60518 1.53800 -2.35006
N 2.65207 0.27507 -2.16971
H 1.29514 -1.85165 -2.02353
H 0.55130 -4.63112 -2.06171
H 1.26394 -6.79778 -0.76686
H 2.71855 -6.67152 1.03557
H 4.06723 -4.61899 1.55132
H 3.19213 1.05224 1.02577
H 2.33755 2.01242 -3.27590
Se -0.13912 5.90888 -0.96756
Se 0.67050 6.91466 0.93326
Te 1.56783 4.83356 2.01200
Se -0.80134 4.04127 2.50157
Cl -0.26157 3.15541 -3.14893
```

Formally, the Löwdin partial charges of the atoms, in units of the elementary charge, are as follows: Pm 1.120; O -0.287; C -0.142; C -0.135; N -0.211; C -0.146; C -0.657; O 0.048; O -0.279; C -0.125; C -0.647; O -0.016; O -0.232; H -0.076; H 0.090; H 0.099; H 0.133; H 0.141; H 0.129; H 0.070; H 0.104; H 0.109; N 0.163; C -0.191; C -0.026; C -0.146; C -0.131; C -0.008; C -0.227; N 0.175; C -0.285; C -0.340; C -0.341; S 0.944; C -0.462; N 0.022; H 0.165; H 0.102; H 0.096; H 0.067; H 0.082; H 0.088; H 0.027; Se -0.294; Se -0.333; Te 0.163; Se -0.186; Cl -0.215